Entry 1:
83
Properties=species:S:1:pos:R:3:forces:R:3 method="wB97M-V/def2-TZVPD" total_charge=+1 energy_ev=-44551.5574 e_lumo_ev=-4.6
C -4.355137 -1.353744 -1.057988 0.018 0.008 0.387
H -0.023891 -2.010807 0.408569 -0.138 -0.050 0.330
C 0.954536 2.703855 2.900034 0.049 0.182 -0.649
H -9.011396 1.477276 -0.048580 -0.009 0.151 -0.288
C -1.129750 0.736046 0.937622 -0.817 0.859 1.393
C 1.728044 4.141829 0.612607 -0.240 -0.120 0.294
H -2.240691 1.042832 -1.277132 0.097 -0.275 -0.029
H -0.425136 6.305575 1.274085 -0.282 -0.152 0.092
H -0.117558 2.624590 4.739850 0.081 -0.238 -0.139
N -7.491530 2.878291 -0.095087 0.509 1.138 -1.091
H 1.450440 1.831444 4.795214 -0.236 -0.040 -0.217
H 1.386996 -0.465608 2.459032 0.046 -0.129 -0.090
C -5.901543 3.392522 1.443747 -0.551 -0.638 0.351
H 1.408650 1.400994 -1.078682 -0.302 0.252 0.126
H -5.217045 2.174411 4.539854 0.035 -0.059 -0.294
C -3.766394 5.678968 0.889954 1.043 0.598 0.676
H -3.815710 -2.779883 3.415065 0.286 0.133 0.068
C -3.150230 -0.804237 -0.640852 -0.084 -0.511 0.336
C -4.202831 6.156951 2.148910 -0.045 -0.459 -0.219
C -0.226779 -1.403873 1.301379 -0.961 -0.582 -0.060
H 1.730358 4.367661 3.996771 0.027 0.019 -0.017
H -4.267786 3.704026 2.785042 -0.260 -0.132 0.277
N 0.099829 0.922863 1.464637 -0.403 -1.550 -0.925
C 0.720250 2.194838 1.610345 0.224 0.149 -0.108
H -2.101496 -2.784222 2.993477 -0.249 0.250 -0.004
H -7.218605 0.780642 4.048684 0.175 0.220 -0.213
H -8.030565 4.651881 -2.135694 0.359 -0.133 -0.050
C -6.725917 3.830464 -0.672651 -0.673 -1.726 0.468
C 1.944739 4.675934 1.881540 -0.198 -0.197 0.145
C -5.709094 2.270845 3.574135 -0.009 -0.016 -0.242
C 2.580804 6.018512 2.048327 0.202 0.151 -0.033
H -6.863755 3.445934 -2.766653 -0.124 0.206 0.272
H 1.306860 3.083360 -1.621050 -0.116 -0.276 -0.031
C -4.660138 5.088648 -0.063925 -1.204 -0.678 -0.286
H 2.048631 4.696735 -0.270400 -0.075 -0.110 0.187
C -7.039606 2.591012 1.201627 0.839 0.135 0.431
H -6.192862 -3.359988 -1.587481 -0.243 0.042 0.235
C -5.122022 -2.149957 -0.208979 0.257 0.237 0.162
C 1.558356 3.953231 3.008319 -0.023 -0.080 -0.453
H -1.191472 6.891157 3.587258 -0.288 -0.053 -0.387
C -6.403560 -2.715225 -0.723107 -0.173 -0.167 -0.071
H -1.341055 -0.414249 -1.796780 -0.283 0.181 0.264
C 1.100145 2.905981 0.458185 0.211 0.001 0.647
C -2.344493 0.003700 -1.607975 -0.052 0.178 -0.683
H 1.909792 6.710793 2.579065 0.235 -0.107 -0.163
H 3.501151 5.915931 2.640740 -0.188 0.231 -0.212
C -5.682515 4.200931 0.233925 0.760 0.669 0.327
C 0.885500 2.357874 -0.914100 0.138 0.114 -0.579
C 0.567774 1.992035 4.156896 -0.047 -0.121 0.454
C -1.482672 6.235754 1.531077 0.123 0.162 0.116
C -2.393763 5.815772 0.568514 -0.396 -0.172 0.047
C -4.676119 -2.404876 1.088234 0.040 0.109 -0.426
H -6.306690 5.073966 -2.321304 -0.260 -0.142 -0.054
H 1.573761 -0.406742 0.676316 0.042 0.094 0.325
C -5.204276 3.174284 2.628725 0.026 0.082 0.067
H 2.817705 6.424548 1.058328 0.082 0.146 0.338
C -3.287818 6.605702 3.095423 0.037 -0.001 -0.021
H -0.379047 -2.051503 2.167797 0.138 -0.002 -0.172
H -2.065656 5.522581 -0.431674 0.060 0.096 0.345
C -1.911817 6.598663 2.816200 -0.409 -0.099 -0.396
H -5.275504 6.137622 2.361219 0.389 0.046 0.063
C -6.842210 1.489784 3.310938 -0.208 0.406 -0.503
H -0.178775 2.235530 -1.149936 0.237 -0.128 0.130
H -2.874017 -0.002439 -2.571078 0.206 0.046 0.152
H -4.695097 -1.173498 -2.076902 0.017 -0.032 0.135
H -6.892248 -3.294481 0.066350 -0.119 0.037 -0.315
H -7.066257 -1.907955 -1.064194 0.009 -0.269 0.104
H -3.651700 6.955323 4.064136 0.144 -0.119 -0.316
C -7.514174 1.636468 2.087691 0.143 0.171 0.090
C 0.858437 -0.380272 1.508797 0.289 1.151 0.201
H 0.085278 1.030596 3.970642 0.031 0.146 0.025
N -1.452657 -0.570500 1.053785 1.814 0.627 -0.021
H -5.282342 -3.023510 1.753370 0.163 0.142 -0.161
H -9.369598 2.887898 -1.079860 0.206 -0.082 0.215
H -4.518866 5.337273 -1.122265 0.004 0.028 0.339
C -8.587944 2.187326 -0.760735 -0.327 -0.104 -0.106
H -8.387230 1.055614 1.811112 0.148 -0.124 0.338
H -2.894124 -1.273076 3.537913 0.141 -0.122 -0.178
C -6.999216 4.271777 -2.048899 0.099 0.429 -0.420
C -3.460136 -1.895127 1.544301 0.221 0.529 -0.758
C -2.705365 -1.090408 0.663977 -0.350 -0.367 -0.389
C -3.022681 -2.185474 2.942833 -0.173 -0.344 0.449
H -8.250178 1.641372 -1.653494 0.111 0.157 0.365



Entry 2:
101
Properties=species:S:1:pos:R:3:forces:R:3 method="wB97M-V/def2-TZVPD" energy_ev=-220045.5415 e_lumo_ev="-2.3 / -2.3"
C -3.848920 6.057643 1.863091 0.008 -0.013 -0.059
As 2.621290 -4.163731 -0.527419 0.223 -0.293 0.705
H -1.679390 4.211290 -4.414002 -0.021 0.016 -0.069
H -3.305621 0.161903 2.477831 0.050 0.015 0.003
C 4.961018 0.580566 2.992389 -0.047 -0.011 -0.008
H -0.638978 3.240909 4.088277 -0.045 0.045 0.072
H 6.621529 -0.180853 1.903823 0.029 0.018 0.002
C -2.897978 4.648146 3.547524 0.045 -0.050 -0.133
H 0.005787 -0.032862 3.699318 0.070 -0.143 -0.116
C -0.535178 2.205558 -6.078683 -0.037 0.066 0.320
H 3.377136 -5.607506 1.393626 -0.027 0.017 -0.001
H -2.839098 4.305882 4.573153 0.008 0.009 0.058
C -3.549872 0.129984 -0.974810 -0.181 -0.034 0.124
C 1.591967 -1.537216 0.010289 1.348 -1.458 -2.538
H 3.270920 1.046566 -0.439439 -0.042 0.114 0.011
H -4.558046 6.822499 1.575930 -0.046 0.028 0.005
C -1.708642 -3.878687 0.440466 -0.795 0.126 0.007
C 5.037639 0.424068 0.584552 0.067 -0.079 0.087
H -0.116959 -1.347183 -3.128585 0.007 0.043 0.093
H -2.249911 -0.820297 1.438819 -0.006 0.050 -0.024
O -1.235568 4.100129 0.325839 -1.358 2.217 0.124
H 1.394197 -1.144410 3.858844 -0.087 0.049 -0.021
H 5.560270 0.136732 -0.316661 0.060 0.007 -0.040
C -0.389112 -6.067877 -1.849061 -0.054 0.051 -0.159
C 3.018245 -1.834719 -2.034289 0.434 1.420 -2.685
O -2.596869 -3.681062 -0.361623 0.489 -0.131 0.050
C -0.115765 -2.208361 -2.462100 0.197 -0.046 0.038
C -1.173682 3.407048 -3.900061 0.081 -0.158 -0.227
C -1.123491 3.436829 -2.522273 0.126 -0.305 0.153
H 0.774461 -2.807624 -2.650468 -0.074 -0.083 -0.080
H -2.870057 -0.697177 -1.169478 -0.012 0.019 -0.006
C 0.712963 -4.404099 0.081761 0.114 0.225 -0.148
H 2.176173 1.744219 3.908924 -0.274 0.150 -0.163
H 4.527025 -4.293056 1.049262 -0.022 -0.018 0.056
C 3.526500 0.001991 -3.419525 0.076 0.230 -0.296
N -1.442852 2.934598 -6.769604 0.018 0.018 -0.142
C -0.926738 3.261530 3.038765 0.342 -0.226 -0.121
C 0.404078 -1.012413 3.424158 -0.055 0.198 0.513
C 0.509787 -5.857406 0.383247 -0.126 -0.560 0.040
N -0.491269 2.493111 -1.814996 0.347 0.023 -0.681
C 0.132771 1.406581 -3.833711 0.025 -0.032 0.033
H -4.070099 2.321432 1.658689 0.053 -0.006 -0.009
H -4.511057 6.000148 3.912405 -0.033 0.017 0.030
C 0.150894 1.507374 -2.455866 -0.160 0.281 -0.211
H 3.069420 -3.948082 2.003296 -0.074 0.023 -0.029
V -0.636172 2.354405 0.253915 0.540 0.294 0.482
O 0.875702 -6.381692 1.403423 -0.021 0.251 -0.084
O 3.068157 1.394720 4.098544 0.263 -0.183 0.025
C 3.766884 0.941665 0.513624 -0.148 0.030 0.209
C -3.205147 -0.298002 1.493947 -0.183 -0.122 -0.101
H -2.987760 5.914871 -0.100082 0.041 -0.001 -0.026
H 4.598847 -0.158427 -3.302141 -0.041 -0.028 0.055
H 5.403577 0.431747 3.966803 0.037 0.004 0.029
O 2.816723 -0.477853 -2.281442 -0.007 -1.261 0.624
C 3.669524 1.099870 2.931110 0.018 0.120 -0.003
C 5.628023 0.243768 1.835401 0.091 -0.073 -0.052
O -2.033449 -4.316715 1.661524 0.123 -0.008 -0.241
C 1.706984 1.782599 1.554398 -1.082 0.624 -0.701
O 3.638089 -2.498180 -2.847850 -0.477 0.104 0.949
O 2.617220 -1.768741 2.156055 -0.475 0.064 -1.061
C -3.824457 5.597442 3.182374 -0.045 0.018 0.055
H 3.320531 1.070476 -3.476607 -0.039 -0.089 0.027
H -5.293321 1.409780 0.761227 -0.126 0.043 0.029
N 1.004082 2.110401 2.606999 0.618 -0.300 0.534
H -0.268961 -1.791810 3.790866 0.071 0.063 -0.083
O -0.061491 -6.617413 -0.569002 0.121 0.119 0.240
As -0.272517 -1.657294 -0.580668 -0.602 0.918 -0.550
H -1.245551 -5.396700 -1.784165 0.023 -0.028 -0.001
H -4.294535 2.609348 -0.074973 0.045 -0.021 -0.017
H -4.570285 -0.252729 -0.990556 -0.048 -0.081 -0.104
H -0.666118 -5.335965 2.845076 -0.034 0.041 0.004
H -2.167887 3.466745 -6.328345 -0.013 -0.024 0.039
O 1.181630 1.942154 0.347497 2.144 -0.757 0.462
H -0.288145 -3.620324 2.581720 -0.048 -0.049 0.028
H 0.650230 0.602499 -4.334998 0.012 -0.004 -0.089
C -3.292221 0.745506 0.390681 1.148 0.838 -0.013
C -0.548961 2.361296 -4.573642 -0.065 0.103 -0.042
H 0.466434 -5.545874 -2.280889 -0.030 -0.026 -0.022
H -1.008460 -2.802482 -2.663718 0.019 0.012 0.037
H 0.708012 0.797120 -1.851067 -0.081 0.166 0.045
C 2.560562 -2.241733 -0.740260 -1.594 0.858 2.188
O 0.464068 -1.075325 2.005603 0.958 -0.451 -0.987
C 3.474890 -4.542736 1.193275 0.182 -0.076 -0.178
H -0.640272 -6.926680 -2.466727 0.011 0.063 0.006
H -3.995711 -1.036414 1.362312 -0.100 -0.039 0.110
C 3.063124 1.287974 1.676633 0.400 -0.212 0.007
H -3.448310 0.879801 -1.761832 0.028 0.022 0.043
N -0.198544 2.620756 2.194660 -0.185 0.386 0.433
C -0.297658 -3.539880 0.101945 0.543 -0.078 0.035
C -2.975675 5.558791 0.920743 -0.303 0.063 0.263
C -2.009603 4.107828 2.605258 -0.109 0.123 0.214
O -1.993590 1.404976 0.331789 -2.866 -2.239 -0.099
C 1.668296 -1.509259 1.443089 -0.317 -0.334 3.326
H -1.660060 -4.078906 3.629775 0.043 0.013 -0.016
H -1.593893 4.222365 -1.947058 0.029 -0.027 0.113
H 3.209130 -0.498158 -4.335087 -0.056 0.019 0.055
C -4.295758 1.845869 0.704145 -0.206 -0.262 -0.004
O 0.260923 1.460854 -6.606049 0.079 -0.080 -0.177
C -2.061890 4.559614 1.269625 1.011 -0.311 -0.724
C -1.090040 -4.340248 2.740619 0.073 -0.025 0.137
H -1.464075 2.822145 -7.769096 -0.011 0.003 0.016



Entry 3:
100
Properties=species:S:1:pos:R:3:forces:R:3 method="wB97M-V/def2-TZVPD" energy_ev=-257744.6914 e_lumo_ev="-0.6 / -1.2"
H -4.507764 -6.305928 -3.229629 0.008 -0.004 0.008
C -0.301034 1.696691 6.332489 0.029 -0.009 0.016
C -2.535156 -4.328545 -1.351438 -0.268 0.022 -0.006
H 0.808191 0.168793 8.540975 0.013 -0.001 0.004
H 2.474636 -2.163504 1.028786 -0.044 0.080 0.038
H 2.215504 4.306444 0.505188 0.007 0.022 0.004
O -4.683321 0.738657 -2.748727 0.158 0.019 -0.001
O -5.461822 0.022518 -0.827423 -0.107 -0.082 0.008
N -2.005290 3.923476 0.403895 -0.064 -0.082 -0.058
H 5.848793 0.145672 -2.069689 0.008 -0.009 0.035
S -1.757409 1.678391 -0.979437 -0.004 0.036 0.149
C -0.795995 -2.493602 -1.567183 0.309 -0.245 0.095
H -1.057198 -3.216566 1.717668 -0.033 -0.071 -0.054
N 0.126638 3.178443 0.315104 -0.099 -0.077 0.030
S -1.291566 1.008931 2.486369 -0.109 0.199 -0.217
C 0.234780 -4.559828 -2.383666 -0.019 0.024 0.142
H -0.161284 -5.115667 -1.533756 0.013 0.010 0.052
C 2.176860 2.330096 -0.236594 0.006 -0.082 0.008
H 4.480312 -1.917122 -2.426735 -0.021 0.009 -0.008
C -0.435972 -4.283069 6.142438 0.083 0.038 -0.171
H -3.319768 0.754994 3.665821 0.017 -0.048 0.026
O -6.187014 -1.513360 -3.863214 -0.004 0.006 0.081
C -0.929215 1.764682 5.102412 0.021 0.056 0.009
O 0.265866 -3.161127 -2.126840 -0.096 0.056 -0.216
H -4.215099 0.546172 -4.738671 -0.020 -0.032 -0.028
H -5.407813 -2.142687 0.623031 -0.022 0.014 0.014
O -4.746485 -2.657600 -5.142089 0.006 -0.060 0.015
H -2.404501 -0.794843 3.563937 -0.036 -0.017 -0.031
C -4.057080 -7.231163 0.267446 0.033 0.007 -0.018
H -1.798931 2.399261 4.969061 0.011 -0.036 0.006
H -5.579168 -1.490361 -6.643841 -0.009 0.015 0.019
Zn 0.117240 0.193943 -0.365238 -0.691 0.419 -0.219
H 1.268229 -4.852835 -2.559585 0.003 0.016 -0.018
C 2.887227 3.626094 -0.008922 0.010 -0.049 0.017
C -0.428453 1.014714 4.044791 -0.034 -0.032 0.024
C -5.153743 -2.118554 -3.974389 0.145 0.056 -0.037
H -5.474592 -5.090270 -2.374637 0.011 0.004 0.019
C -4.032450 -1.501253 -1.894971 -0.202 0.119 0.139
H -4.602843 -6.718023 1.057061 -0.025 0.022 -0.005
H -4.342618 -3.276467 1.506790 0.008 -0.007 0.006
C -4.817083 -5.263951 -3.222798 -0.045 -0.018 -0.048
C -1.870842 -3.120121 -0.976709 -0.221 0.075 0.158
As -3.088790 -1.802303 -0.155761 0.169 -0.006 -0.467
H 1.574687 1.742195 8.356261 0.009 -0.009 -0.006
C 1.429794 -2.421840 1.152071 0.220 -0.408 -0.020
H 2.094421 -1.891796 -1.695640 -0.023 0.048 -0.035
H -6.674342 -2.683244 -5.926635 -0.015 -0.028 0.011
H -2.942519 3.909538 0.045793 -0.019 0.039 0.002
H -5.338207 -3.223044 -6.989556 0.020 -0.001 -0.015
C 0.711065 0.250774 4.190943 0.071 -0.038 0.028
C -4.798925 -0.202703 -1.808210 0.070 -0.097 0.037
C -4.179863 -2.400520 -2.868361 -0.012 -0.098 -0.149
H -5.342070 -5.043220 -4.151358 0.007 0.012 0.003
N -0.809019 -4.652895 7.165705 -0.011 0.007 0.024
C 4.225348 1.209079 -1.158973 0.028 0.037 -0.004
H 2.216406 -0.419412 5.557201 -0.019 0.000 0.000
H -0.687080 2.275610 7.163942 -0.014 -0.027 -0.019
H 2.419933 0.277380 7.835774 -0.001 0.015 -0.001
C 1.832369 -2.980124 3.507142 0.022 0.039 -0.001
H 4.784924 2.119342 -0.998039 0.019 -0.028 -0.019
H -1.865499 -4.050378 3.888723 -0.002 0.016 -0.005
C 0.038735 -3.816181 4.868024 -0.092 0.002 0.076
O -0.590121 -1.235660 -1.545994 0.136 0.033 0.199
C -0.837510 -3.730978 3.777646 -0.019 -0.018 0.006
H -3.290746 -0.162321 2.129804 0.000 0.060 -0.003
C 4.059939 -1.037119 -1.961160 0.063 0.024 0.017
C 2.888877 1.147704 -0.786073 0.029 0.027 0.053
O -0.515812 0.037945 1.626081 0.435 -0.396 -0.046
O -3.650169 -6.313385 -0.748673 -0.085 0.046 -0.026
H 1.096779 -0.297603 3.341597 -0.045 -0.024 0.031
H -4.896343 -3.657059 -0.143074 -0.012 0.014 -0.002
H -3.150886 1.599721 -3.771474 -0.022 0.022 -0.002
C -4.593116 -2.859432 0.533409 0.021 -0.081 0.026
As -3.210899 -4.134721 -3.158526 -0.060 0.074 0.233
C 0.824197 0.890815 6.523216 0.001 -0.002 0.012
H 2.052302 -3.530257 5.562252 -0.014 0.020 -0.008
C 0.963669 -2.877102 2.390976 0.029 0.005 0.013
C 4.814207 0.105113 -1.754305 -0.001 0.035 -0.023
H 3.183079 4.081226 -0.957519 0.013 -0.013 0.005
C -5.650250 -2.500402 -6.242130 0.041 0.025 0.013
C 1.330044 0.192312 5.433998 -0.013 0.025 0.006
H -3.003207 -0.156805 -3.632147 0.011 0.019 0.007
O -2.627472 -5.145301 0.871306 0.050 0.061 -0.012
C 2.737130 -1.030358 -1.554028 -0.107 -0.064 0.005
H 3.786753 3.480986 0.592813 -0.015 0.005 -0.021
C -1.142458 2.977132 -0.030057 0.243 0.080 -0.070
N 0.919561 2.158609 -0.074519 0.115 0.083 -0.071
H -4.696360 -7.956511 -0.227176 0.001 -0.013 -0.013
H 0.831313 -2.540482 0.258480 -0.104 0.169 0.094
C -3.702398 0.662684 -3.784855 -0.005 -0.009 0.009
N 2.172014 0.027928 -0.979768 -0.045 0.068 0.170
H -3.193126 -7.725347 0.710207 0.016 0.003 -0.008
H 2.871657 -2.695364 3.389185 -0.003 -0.008 0.012
H -0.362090 -4.777253 -3.268452 -0.008 -0.004 -0.011
C -0.385778 -3.269663 2.564677 -0.051 0.018 -0.031
C -2.731529 0.095449 3.027514 0.019 -0.016 0.038
C 1.447716 0.765559 7.887647 -0.029 0.033 -0.054
H -1.633548 4.764273 0.811131 0.018 -0.005 0.005
C 1.379694 -3.441964 4.718577 0.058 -0.004 0.054
C -2.933799 -5.252652 -0.302440 0.186 -0.130 -0.034